(1)
A 21-piece molecular cluster, H42O21 overall, computed with ωB97M-V/def2-TZVPD.

gap between HOMO and LUMO	10.3	eV
E_tot	-43678.5856	eV
LUMO level	-0.5875	eV
charge	0
relative energy (zero: lowest compared OMol25 entry of this formula, charge and spin)	166.7	kcal/mol

Each line ends with the Löwdin charge.
Cartesian coordinates (Å):
O -2.0224 1.4090 -1.8625  -0.03
H -2.7845 1.6647 -1.3492  0.00
H -1.9268 0.4549 -1.8810  0.00
O -0.5351 -0.0287 -4.0640  -0.02
H -1.1670 0.1297 -3.3631  -0.01
H -0.5482 -0.9171 -4.4182  0.04
O -2.6912 -1.8505 -1.9697  -0.04
H -2.0783 -1.9101 -1.2257  -0.01
H -3.0702 -2.7236 -2.0932  0.06
O -2.9204 0.1797 3.4895  -0.04
H -2.7730 0.1055 2.5442  -0.02
H -3.8798 0.2004 3.5628  0.04
O 4.8394 -1.0061 -1.9089  -0.04
H 4.2596 -0.4876 -1.3614  -0.01
H 5.0438 -1.7940 -1.4090  0.02
O -4.8002 2.9036 0.1218  -0.03
H -4.3355 2.1957 -0.3306  -0.01
H -4.4260 2.8768 1.0113  0.05
O 2.5928 2.6627 -2.6316  -0.03
H 3.3618 3.1950 -2.8385  0.06
H 2.0072 3.2238 -2.1129  0.06
O -0.6757 -4.6705 -0.1913  -0.05
H -0.8486 -5.5920 -0.4102  0.05
H -0.6997 -4.7761 0.7737  0.03
O 4.1099 -3.1297 0.8155  -0.04
H 3.8307 -2.9555 -0.0860  0.02
H 3.6418 -2.5486 1.4133  0.01
O -4.6582 0.0265 -0.2192  -0.04
H -3.8920 -0.3637 -0.6691  0.01
H -4.2173 0.2817 0.6020  0.02
O -1.2988 1.1181 0.8641  -0.06
H -0.8734 1.7784 0.2965  0.04
H -0.4930 0.5876 0.9891  0.03
O 1.4570 -0.8954 0.1295  -0.05
H 1.5605 -0.1641 -0.4805  0.01
H 1.0719 -1.6249 -0.3651  0.05
O 5.0673 -0.1357 1.1640  -0.04
H 4.4825 0.5771 0.8725  0.02
H 4.4771 -0.5133 1.8280  0.02
O -0.5210 4.2271 2.1501  -0.04
H -0.3781 3.9542 3.0575  0.02
H -0.9664 3.5167 1.6830  -0.01
O -2.1327 4.3738 -0.6990  -0.05
H -2.5130 4.7111 -1.5104  0.05
H -2.7703 3.8171 -0.2404  -0.01
O -0.5352 -3.2710 2.6147  -0.04
H 0.2698 -3.1559 2.0998  0.04
H -0.5280 -2.6519 3.3476  0.06
O 2.4962 1.4705 1.9436  -0.02
H 2.5603 0.6061 1.5853  -0.03
H 1.6213 1.5966 2.3182  0.03
O -1.7574 -1.7651 0.5528  -0.06
H -1.9275 -1.7746 1.4882  0.03
H -1.6833 -2.7156 0.3800  0.02
O 2.2092 -2.3317 -3.9673  -0.06
H 1.4610 -2.0652 -4.4955  0.00
H 2.5454 -1.5103 -3.5664  0.00
O 0.3429 1.4768 5.2523  -0.05
H 0.2652 2.3180 4.7946  0.02
H 1.2711 1.2368 5.1728  0.03
O 2.3551 -0.1114 -2.2915  -0.08
H 2.6973 0.7911 -2.3903  0.04
H 1.4304 -0.2268 -2.5166  0.04

Atomic forces in eV per Å
0.9203 0.4564 -0.7911
-0.2198 -0.4385 0.0609
-0.7101 -0.1756 0.7119
1.1443 0.6738 -0.1888
-0.3570 -0.4911 -0.4504
-0.6777 -0.2053 0.4039
0.1534 0.4657 -0.3275
-0.3054 -0.0278 -0.0597
-0.0009 -0.0533 0.0069
-0.1687 -0.1200 -0.0587
0.2842 0.2270 -0.2417
-0.0563 -0.0410 0.2146
0.5153 -0.1290 -0.7250
-0.2873 -0.0307 0.3842
0.2667 -0.0612 0.3195
0.5380 0.4338 0.2873
-0.5348 -0.4867 -0.1594
-0.2291 0.1199 0.0781
-0.0758 -0.1717 0.0919
0.1577 0.1678 -0.0358
0.0143 0.0318 -0.0205
-0.2207 -0.3407 0.8828
0.0058 -0.0345 -0.7416
0.1060 0.5286 0.0413
0.4166 -0.6944 0.1333
-0.3511 0.2830 0.1196
-0.2552 0.2392 -0.3209
1.0019 0.2032 0.1344
-0.3442 -0.4938 -0.4231
-0.4387 -0.0096 0.2001
1.2285 0.2942 0.0950
-0.7684 0.3156 -0.3903
-0.5074 -0.6573 0.3217
-0.2955 -0.1272 1.3087
0.3300 -0.0857 -0.6387
0.0407 0.0808 -0.1521
-0.9506 0.2127 0.1032
0.5926 0.3829 -0.2776
0.5467 -0.3596 0.2453
0.2771 0.3692 -0.1744
-0.2095 -0.2019 0.0062
-0.0875 -0.1642 0.2369
0.8095 -0.1482 0.4445
-0.3929 -0.1870 0.0082
-0.4988 0.4219 -0.4298
-0.2798 -0.4630 -0.2282
0.1206 0.3314 0.2697
0.2716 0.0887 0.0950
0.3465 1.4912 0.4529
-0.5351 -1.3761 -0.3954
-0.1039 -0.2403 -0.0997
0.0927 -0.3694 -0.5749
-0.0164 0.1403 0.7461
0.1460 -0.0972 0.0597
0.2111 -0.0695 0.3032
-0.1541 0.1232 -0.2886
0.1135 -0.2586 -0.0652
0.0265 -0.1147 -0.1429
-0.0035 0.0424 0.0856
0.0665 0.0475 0.0632
0.4569 -0.4205 0.5956
-0.8968 0.2811 -0.5207
-0.2688 0.8921 -0.5888

***

(2)
H42O33S3Zn2 as an isolated structure, computed with ωB97M-V/def2-TZVPD.

gap between HOMO and LUMO	3.2	eV
E_tot	-197597.2648	eV
LUMO level	2.4866	eV
charge	-2

Each line ends with the Löwdin charge.
Cartesian coordinates (Å):
Zn 1.2929 -2.2545 3.5923  0.84
Zn 0.4631 0.1077 -0.5288  0.54
S 2.9312 -0.1559 1.6582  0.37
O 2.2658 -0.9416 2.7276  -0.40
O 4.1424 -0.9138 1.2847  -0.32
O 2.0114 -0.0637 0.5447  -0.29
O 3.1961 1.2074 2.1608  -0.35
S 1.8626 -1.3250 -3.1455  0.20
O 1.3552 -2.4402 -3.9308  -0.36
O 2.2158 -0.2481 -4.0773  -0.39
O 0.9662 -0.8310 -2.1335  -0.37
O 3.1156 -1.7505 -2.4865  -0.39
S -1.0509 -1.9910 1.3595  0.38
O -1.9050 -3.0752 0.9834  -0.31
O -0.1477 -2.5210 2.3766  -0.31
O -0.3940 -1.4025 0.2347  -0.27
O -1.8357 -0.9042 1.9407  -0.35
O 5.2627 -0.7918 -1.1035  -0.08
H 4.8694 -0.7224 -0.2337  -0.05
H 5.9827 -0.1611 -1.0924  0.01
O 0.7111 2.1479 3.2170  -0.04
H 1.5154 1.7659 2.8657  0.00
H 0.9731 3.0139 3.5293  0.06
O 0.2911 -0.8502 4.6875  0.00
H 0.2541 0.0729 4.4370  0.06
H -0.0636 -0.8720 5.5763  0.09
O -0.4518 -5.0332 0.3635  -0.06
H -1.0241 -4.2976 0.5817  -0.06
H -1.0115 -5.8053 0.4455  0.02
O 0.7024 4.4759 0.9564  -0.04
H 0.2985 4.4815 0.0886  -0.02
H 0.1502 5.0548 1.4818  0.05
O -4.4930 -2.3005 1.0659  -0.04
H -3.5412 -2.3968 1.0983  -0.02
H -4.8143 -2.8489 1.7816  0.04
O 2.4191 -3.5555 2.6596  0.00
H 3.2529 -4.0248 2.6315  0.10
H 2.0045 -3.7524 1.8196  0.07
O 0.9616 2.1832 -4.1805  -0.06
H 0.9220 1.8998 -3.2671  -0.02
H 0.0480 2.3270 -4.4270  0.01
O -3.1407 -3.3481 -1.2146  -0.05
H -2.6477 -3.3516 -0.3941  -0.05
H -3.7431 -2.6091 -1.1295  -0.02
O -1.3152 0.5216 -1.5405  -0.03
H -2.1753 0.4262 -1.1315  0.02
H -1.4930 0.9551 -2.3752  0.07
O 1.3383 -3.2910 -0.5481  -0.05
H 2.1184 -2.8755 -0.9157  0.01
H 0.7298 -2.5678 -0.3970  -0.03
O -0.3607 1.1394 1.0078  -0.03
H -0.9331 0.5405 1.4874  0.01
H -0.1131 1.8024 1.6523  0.03
O -0.6250 4.5886 -1.4174  -0.04
H -0.7931 5.1460 -2.1772  0.07
H -1.4770 4.2064 -1.2070  0.01
O 3.5526 1.7704 -2.0196  -0.03
H 3.5058 2.4328 -2.7090  0.04
H 3.7501 0.9560 -2.4822  0.03
O -3.5814 0.5782 0.5138  -0.05
H -3.1683 0.0492 1.1962  -0.01
H -4.0744 -0.0514 -0.0123  0.00
O -3.8868 -0.6949 -1.9096  -0.04
H -4.4015 0.1105 -1.8584  0.05
H -4.2411 -1.1583 -2.6685  0.08
O -2.8071 0.3357 4.0668  -0.06
H -2.4579 -0.1181 3.2998  -0.04
H -2.6157 1.2598 3.9066  0.03
O 3.4060 3.7345 1.1721  -0.08
H 2.4848 3.7745 0.9151  -0.03
H 3.5230 2.8459 1.5082  -0.03
O 0.8517 2.0035 -1.3008  -0.03
H 1.7414 2.2705 -1.5318  0.04
H 0.3845 2.8261 -1.1547  0.03
O -1.4670 -1.6729 -3.7122  -0.07
H -1.7582 -1.4388 -2.8309  -0.02
H -0.5187 -1.5442 -3.6937  -0.02
O -2.9948 3.5841 -1.7176  -0.02
H -2.8350 3.5907 -2.6613  0.06
H -3.4652 2.7655 -1.5596  0.05

Atomic forces in eV per Å
-0.1927 0.9313 -1.0889
1.0660 0.7198 -1.6858
2.3202 -0.4249 -1.4824
-0.3893 0.8002 1.5654
-0.8932 0.9885 0.9917
0.7563 -0.1493 0.0644
-0.1626 -0.3821 0.7547
6.3428 -1.5481 -3.4489
-1.9653 -0.5127 0.1551
-0.4079 1.2861 -0.1291
-3.3643 1.0564 2.1287
-0.4543 -0.2921 0.9828
-0.0887 1.4721 0.9278
-1.5308 -0.9512 0.3120
0.7516 -0.8599 0.8267
0.0549 -1.4915 -0.6287
-1.0379 0.6899 1.2891
1.0002 0.0145 -0.9482
-0.5369 -0.0884 0.6018
0.1507 0.2213 0.0453
-1.1507 0.1252 0.9689
1.4381 -0.4926 -0.5989
0.1367 0.2142 -0.0571
0.0108 -0.6410 1.0224
0.2777 0.6999 -0.8323
-0.2671 -0.1776 0.1599
0.7561 -1.4848 0.0785
-0.1681 0.0923 -0.0322
-0.1717 -0.1705 -0.0605
0.0954 -0.0970 0.5761
-0.1980 0.2480 -0.5255
-0.0294 0.1040 0.1227
-1.1559 0.5009 0.0621
0.5629 -0.2874 0.0961
-0.0268 -0.0695 0.0956
0.3462 -1.2964 0.6984
0.3471 0.2319 0.2432
-0.7726 0.1026 -1.4415
-0.1270 1.1084 -0.5493
0.1425 -0.7053 0.2963
-0.1973 -0.0939 -0.1391
-0.6140 -0.4519 -1.2764
0.2156 0.0048 -0.1090
-0.0646 -0.0141 0.2055
-0.9165 0.5212 -0.2979
-0.3136 -0.2385 0.6212
0.4802 -0.2355 -0.4351
0.4314 -0.9430 1.1185
0.6361 0.5136 -0.7976
0.0672 0.0621 -0.4227
-0.9239 0.9762 0.1684
-0.5162 -0.5533 0.2464
0.5744 0.5031 0.2147
0.7038 0.4105 0.0099
0.2888 0.1332 -0.1573
-0.7070 -0.4563 0.1439
-0.0988 1.0529 0.5723
0.0986 0.0287 -0.4134
-0.2705 -1.1081 -0.2591
-0.4842 1.1923 -0.7874
0.3780 -0.4994 0.3089
-0.1542 -0.5616 0.3467
-0.2485 0.2771 0.0833
-0.2761 0.2400 -0.1363
0.1673 -0.3742 -0.4312
-0.3281 0.5193 1.1028
0.3381 -0.6935 -0.5940
-0.0049 0.2291 -0.0539
0.3975 0.9380 -0.0137
-0.2211 0.0754 0.0400
0.0863 -0.7764 0.0083
-0.2235 0.7496 -0.2321
1.4029 -0.5248 0.0002
-0.4223 0.0870 0.0524
-1.3406 0.3699 -0.4683
0.1861 -0.1836 0.3243
0.8789 -0.4375 -0.1058
-0.5053 0.1719 -0.0855
0.0599 -0.0433 -0.3483
-0.0246 -0.3524 0.4401

***

(3)
A 3-piece molecular cluster, H4IO2 overall, computed with ωB97M-V/def2-TZVPD.

gap between HOMO and LUMO	7.5	eV
E_tot	-12263.4876	eV
LUMO level	3.7073	eV
charge	-1
relative energy (zero: lowest compared OMol25 entry of this formula, charge and spin)	4.2	kcal/mol

Each line ends with the Löwdin charge.
Cartesian coordinates (Å):
I -9.8842 3.5408 29.1883  -0.51
O -9.2734 2.2721 25.6061  -0.12
H -9.2761 3.1307 25.1830  0.01
H -9.5156 2.4515 26.5146  -0.11
O -7.2256 5.0777 31.0178  -0.13
H -6.4545 4.6802 31.4224  0.01
H -7.5886 4.3870 30.4634  -0.14

Atomic forces in eV per Å
0.0402 -0.1306 -0.1739
0.1385 -0.3897 -0.7341
-0.0115 0.1954 0.0520
-0.1211 0.2208 0.8166
0.4853 0.5470 0.4291
0.1694 -0.0820 0.1025
-0.7008 -0.3610 -0.4922

***

(4)
H4InO2 as an isolated structure, computed with ωB97M-V/def2-TZVPD.

gap between HOMO and LUMO	5.2	eV
E_tot	-9289.3262	eV
LUMO level	-22.7130	eV
charge	+3
relative energy (zero: lowest compared OMol25 entry of this formula, charge and spin)	56.3	kcal/mol

Each line ends with the Löwdin charge.
Cartesian coordinates (Å):
In 0.8106 -1.6428 0.5776  2.08
O 1.4267 0.4444 -1.0975  0.11
H 2.0546 0.5230 -1.8890  0.20
H 1.5573 1.2867 -0.5694  0.17
O -1.6208 -0.3713 0.8315  0.08
H -2.5787 -0.5008 0.5416  0.20
H -1.6497 0.2608 1.6052  0.16

Atomic forces in eV per Å
-0.9707 1.4934 -0.8424
-0.5385 -0.0049 0.5715
-0.0334 -0.5925 0.6182
0.1530 -0.4220 -0.2525
0.9049 0.9516 -0.2614
0.5823 -0.7993 0.2587
-0.0977 -0.6263 -0.0920

***

(5)
An isolated ion of composition H4N2O2P and charge -1, computed with ωB97M-V/def2-TZVPD.

gap between HOMO and LUMO (spin up / spin down)	4.2 / 6.2	eV
E_tot	-16425.1076	eV
<S²>	2.0103
LUMO level (spin up / spin down)	4.4697 / 0.3406	eV
charge	-1
relative energy (zero: lowest compared OMol25 entry of this formula, charge and spin)	84.3	kcal/mol
multiplicity	3

Each line ends with the Löwdin charge.
Cartesian coordinates (Å):
N -0.2367 -1.3518 0.8722  -0.07
N -0.7191 0.1110 0.5215  -0.16
O 1.7697 0.2878 -0.4919  -0.45
O 0.1864 2.3008 -0.5808  -0.43
P 0.3391 0.8066 -0.6291  0.22
H -0.9616 -1.8831 0.3052  -0.08
H 0.6111 -1.1639 0.5100  -0.13
H -0.7317 0.7395 1.3502  0.08
H -0.2573 0.1532 -1.8572  0.01

Atomic forces in eV per Å
-4.9036 -0.9579 1.2632
0.8407 2.5716 1.1673
-1.8275 -0.2267 0.3351
-0.5056 -0.6931 -0.0827
1.4152 0.9929 -2.0853
1.1238 -0.7833 0.7936
4.3273 -1.1888 -2.1553
-0.9747 -0.5054 -0.6445
0.5044 0.7907 1.4085

***

(6)
An isolated ion of composition H4N2O2P and charge -1, computed with ωB97M-V/def2-TZVPD.

gap between HOMO and LUMO (spin up / spin down)	4.5 / 6.4	eV
E_tot	-16425.6349	eV
<S²>	2.0056
LUMO level (spin up / spin down)	4.6192 / 0.5266	eV
charge	-1
relative energy (zero: lowest compared OMol25 entry of this formula, charge and spin)	72.2	kcal/mol
multiplicity	3

Each line ends with the Löwdin charge.
Cartesian coordinates (Å):
N 0.8806 0.0878 0.6140  -0.17
N -0.2422 -0.6992 0.5169  -0.22
O -1.7194 1.5824 0.3171  -0.46
O -3.0063 -0.8084 0.0744  -0.52
P -1.7083 0.1623 -0.0962  0.35
H 0.9872 0.8274 -0.2522  -0.01
H 0.7911 0.5801 1.4818  0.00
H 0.1402 -1.4188 -0.1554  0.04
H -1.4004 0.1140 -1.4458  -0.01

Atomic forces in eV per Å
-1.7489 0.9670 -0.3253
2.5453 -1.3203 -0.8403
0.5046 -0.3467 0.5209
4.8666 2.9696 -0.3013
-6.4816 -2.3808 0.2448
1.0689 -1.2395 0.2281
0.2120 1.0091 0.8946
-1.4232 0.6194 -0.0251
0.4562 -0.2777 -0.3964